Record 1
DFT (the ωB97M-V functional and the def2-TZVPD basis) results for 2 unconnected molecules or ions with the total composition C5H13NO2 in a non-equilibrium geometry.

Structure (XYZ):
```
21
Properties=species:S:1:pos:R:3:mulliken_charge:R:1
C -1.536 0.119 0.000 -0.180
N -0.220 0.752 -0.224 -0.124
C 0.975 0.030 0.039 0.171
C 1.414 -0.743 -1.117 -0.363
O 1.684 -2.179 -0.821 -0.459
C 2.037 0.317 1.072 -0.966
O -1.905 2.225 1.922 -0.942
C -1.990 -0.659 -1.237 -1.298
H -1.417 -0.417 0.949 0.316
H -2.333 0.848 0.251 0.336
H -0.210 1.635 0.301 0.391
H 1.495 0.746 1.932 0.378
H 0.579 -0.956 -1.754 0.195
H 2.224 -0.282 -1.695 0.310
H 1.401 -2.002 0.090 0.354
H 2.871 1.012 0.784 0.302
H 2.414 -0.676 1.377 0.330
H -2.269 2.455 2.795 0.148
H -3.013 -0.960 -1.212 0.403
H -1.939 0.013 -2.073 0.360
H -1.409 -1.549 -1.430 0.340
```

- net charge = 0
- highest occupied orbital energy (eV) = -6.73
- HOMO-LUMO gap (Eh) = 0.14353
- DFT total energy (a.u.) = -403.31318
- energy above the lowest of the compared OMol25 structures with the same formula, charge and spin (kcal per mole) = 165.3

=====

Record 2
DFT (the ωB97M-V functional and the def2-TZVPD basis) results for 2 unconnected molecules or ions with the total composition C5H13NO2 in a non-equilibrium geometry.

Structure (XYZ):
```
21
Properties=species:S:1:pos:R:3:mulliken_charge:R:1
C -0.588 1.140 0.768 0.299
C 0.292 -0.517 -2.435 -0.801
C -1.670 0.083 0.919 -1.064
C -0.070 1.628 2.109 -1.317
C 1.537 -0.263 -1.635 0.728
O 2.370 0.573 -1.960 -0.580
H -0.982 1.985 0.194 0.324
H 0.481 -0.209 -3.468 0.312
H -0.532 0.076 -2.034 0.182
H 0.023 -1.573 -2.485 0.362
H -2.529 0.468 1.477 0.405
H -2.028 -0.242 -0.063 0.258
H -1.287 -0.794 1.450 0.239
H -0.878 2.041 2.721 0.367
H 0.392 0.806 2.665 0.311
H 0.684 2.406 1.959 0.340
N 0.778 -2.150 -0.278 -0.463
O 1.797 -1.138 -0.542 -0.217
H 0.279 0.676 0.237 -0.185
H 1.331 -3.008 -0.313 0.253
H 0.601 -1.988 0.715 0.249
```

- net charge = 0
- highest occupied orbital energy (eV) = -10.28
- HOMO-LUMO gap (Eh) = 0.40801
- DFT total energy (a.u.) = -403.48561
- energy above the lowest of the compared OMol25 structures with the same formula, charge and spin (kcal per mole) = 57.1
- SMILES string = CC(=O)ON.CCC

=====

Record 3
DFT (the ωB97M-V functional and the def2-TZVPD basis) results for 2 unconnected molecules or ions with the total composition C5H13NO2 in a non-equilibrium geometry.

Structure (XYZ):
```
21
Properties=species:S:1:pos:R:3:mulliken_charge:R:1
C -2.461 0.979 -0.315 -1.516
C -1.640 -0.240 -0.811 -0.183
N -0.683 -0.436 0.323 0.005
C 0.009 0.786 0.812 -0.887
C 0.363 -1.349 -0.146 -1.041
C 1.427 -0.977 -1.164 0.372
O 2.564 -0.644 -0.759 -0.517
H -3.512 1.235 -0.705 0.310
H -2.572 0.859 0.760 0.442
H -1.963 1.871 -0.322 0.459
H -2.353 -1.116 -0.722 0.329
H -1.392 -0.057 -1.831 0.267
H 0.029 0.745 1.903 0.169
H 0.974 0.823 0.450 0.481
H -0.552 1.741 0.489 0.197
H -0.214 -2.412 -0.462 0.352
H 0.946 -1.774 0.716 0.436
H 0.990 -0.783 -2.202 0.284
H 2.618 -0.003 1.013 0.441
H 4.206 0.288 1.321 0.298
O 3.214 0.462 1.649 -0.698
```

- net charge = 0
- highest occupied orbital energy (eV) = -9.26
- HOMO-LUMO gap (Eh) = 0.34310
- DFT total energy (a.u.) = -403.42740
- energy above the lowest of the compared OMol25 structures with the same formula, charge and spin (kcal per mole) = 93.6
- SMILES string = CCN(C)CC=O.O

=====

Record 4
DFT (the ωB97M-V functional and the def2-TZVPD basis) results for 2 unconnected molecules or ions with the total composition C5H13NO2 in a non-equilibrium geometry.

Structure (XYZ):
```
21
Properties=species:S:1:pos:R:3:mulliken_charge:R:1
C -1.198 2.807 0.415 -1.153
C -1.333 1.348 -0.100 -0.246
C -1.179 0.300 1.010 -0.886
C 0.082 -0.534 0.926 0.359
N -0.025 -1.791 0.380 -0.192
C -0.831 -2.055 -0.794 -0.795
O 1.092 -0.227 1.530 -0.635
H -0.201 3.179 0.198 0.285
H -1.325 2.947 1.486 0.319
H -1.856 3.482 -0.147 0.320
H -2.306 1.297 -0.581 0.335
H -0.598 1.233 -0.899 0.323
H -2.009 -0.399 1.057 0.441
H -1.149 0.760 1.997 0.381
H 0.819 -2.333 0.500 0.272
H -0.472 -1.552 -1.698 0.277
H -1.825 -1.648 -0.626 0.260
H -0.951 -3.114 -0.995 0.334
H 4.986 -1.812 -1.751 0.316
H 5.075 -0.467 -1.011 0.322
O 5.203 -1.422 -0.899 -0.637
```

- net charge = 0
- highest occupied orbital energy (eV) = -9.42
- HOMO-LUMO gap (Eh) = 0.37234
- DFT total energy (a.u.) = -403.53891
- energy above the lowest of the compared OMol25 structures with the same formula, charge and spin (kcal per mole) = 23.7
- SMILES string = CCCC(=O)NC.O

=====

Record 5
DFT (the ωB97M-V functional and the def2-TZVPD basis) results for 2 unconnected molecules or ions with the total composition C5H13NO2 in a non-equilibrium geometry.

Structure (XYZ):
```
21
Properties=species:S:1:pos:R:3:mulliken_charge:R:1
C -0.428 0.171 -2.158 -0.209
N 0.757 -0.564 -1.634 -0.195
C 0.979 -0.773 -0.254 0.189
C -0.058 -0.368 0.865 1.066
C -0.456 -1.647 1.578 -1.435
C 0.704 0.586 1.772 -1.493
O 1.941 -1.443 0.056 -0.635
H -0.134 0.798 -3.035 0.328
H -0.903 0.826 -1.422 -0.247
H -1.175 -0.630 -2.452 0.269
H 1.444 -1.087 -2.231 0.264
H -0.831 0.208 0.261 0.006
H 0.366 -2.385 1.717 0.314
H -0.985 -1.484 2.481 0.406
H -1.187 -2.289 0.955 0.306
H 0.265 0.542 2.718 0.426
H 0.677 1.666 1.499 0.294
H 1.720 0.268 1.929 0.359
H -1.988 3.215 0.536 0.321
H -2.207 2.572 -0.914 0.307
O -2.542 3.183 -0.234 -0.640
```

- net charge = 0
- highest occupied orbital energy (eV) = -9.57
- HOMO-LUMO gap (Eh) = 0.37079
- DFT total energy (a.u.) = -403.52163
- energy above the lowest of the compared OMol25 structures with the same formula, charge and spin (kcal per mole) = 34.5
- SMILES string = CNC(=O)C(C)C.O

=====

Record 6
DFT (the ωB97M-V functional and the def2-TZVPD basis) results for C5H13NO2 in the gas phase in a non-equilibrium geometry.

Structure (XYZ):
```
21
Properties=species:S:1:pos:R:3:mulliken_charge:R:1
C 2.182 -0.241 0.259 0.104
C -1.492 0.377 0.140 0.506
C -0.065 0.714 -0.229 -0.637
C -1.478 -0.904 1.197 -1.352
C -2.335 -0.013 -1.065 -1.539
N 2.568 -0.208 -1.121 -0.647
O 0.808 -0.325 0.441 -0.253
O 2.723 0.891 0.925 -0.543
H 2.358 0.922 1.817 0.321
H 2.574 -1.172 0.704 0.335
H -1.955 1.213 0.671 0.325
H 2.397 0.719 -1.501 0.238
H 3.559 -0.393 -1.209 0.261
H 0.100 0.639 -1.310 0.337
H 0.257 1.687 0.160 0.310
H -2.452 0.822 -1.754 0.372
H -1.095 -1.769 0.666 0.300
H -2.522 -1.054 1.439 0.483
H -0.942 -0.728 2.123 0.303
H -1.868 -0.836 -1.605 0.362
H -3.322 -0.341 -0.749 0.414
```

- net charge = 0
- highest occupied orbital energy (eV) = -10.07
- HOMO-LUMO gap (Eh) = 0.40235
- DFT total energy (a.u.) = -403.52065
- energy above the lowest of the compared OMol25 structures with the same formula, charge and spin (kcal per mole) = 35.1
- SMILES string = CC(C)CO[C@@H](N)O

=====

Record 7
DFT (the ωB97M-V functional and the def2-TZVPD basis) results for 2 unconnected molecules or ions with the total composition C5H13NO2 in a non-equilibrium geometry.

Structure (XYZ):
```
21
Properties=species:S:1:pos:R:3:mulliken_charge:R:1
C 1.116 0.603 0.136 -0.230
C 2.003 0.277 1.252 -0.265
O 3.402 0.422 1.065 -0.438
C 0.906 -0.464 -0.895 -0.890
N -0.368 -1.249 -0.865 -0.333
C -1.638 -0.479 -0.962 -0.537
C -2.358 -0.093 0.324 -0.411
O -3.385 0.818 -0.006 -0.514
H 1.131 1.608 -0.305 0.342
H 3.216 0.383 -1.367 0.143
H 1.789 -0.770 1.566 0.226
H 1.717 0.905 2.144 0.257
H 3.409 0.603 0.050 0.028
H 0.873 -0.116 -1.923 0.396
H 1.677 -1.242 -0.876 0.411
H -0.394 -1.906 -0.091 0.271
H -1.342 0.362 -1.594 0.356
H -2.327 -1.207 -1.431 0.296
H -2.825 -1.031 0.682 0.272
H -1.757 0.273 1.176 0.324
H -3.116 1.720 0.202 0.297
```

- net charge = 0
- highest occupied orbital energy (eV) = -8.56
- HOMO-LUMO gap (Eh) = 0.21783
- DFT total energy (a.u.) = -403.27753
- energy above the lowest of the compared OMol25 structures with the same formula, charge and spin (kcal per mole) = 187.7

=====

Record 8
DFT (the ωB97M-V functional and the def2-TZVPD basis) results for 2 unconnected molecules or ions with the total composition C5H13NO2S in a non-equilibrium geometry.

Structure (XYZ):
```
22
Properties=species:S:1:pos:R:3:mulliken_charge:R:1
C -0.141 -0.143 -0.576 -0.098
C 1.311 0.285 -0.698 -0.972
C 1.611 1.762 -0.740 -0.594
S 0.635 2.775 -1.911 -0.202
C -0.829 0.481 0.619 -1.283
N -0.544 -0.078 1.821 1.100
C 0.082 -1.348 2.146 -3.111
O -1.554 1.470 0.547 -0.415
H -0.705 0.175 -1.456 0.531
H -0.236 -1.217 -0.430 0.344
H 1.919 -0.321 -0.025 -0.235
H 1.683 -0.106 -1.644 0.679
H 1.488 2.256 0.213 0.292
H 2.623 1.915 -1.113 0.624
H -0.603 2.399 -1.557 0.107
H -1.065 0.349 2.570 0.339
H -0.553 -2.201 1.909 0.119
H 1.050 -1.475 1.661 0.406
H 0.264 -1.306 3.224 1.313
H -2.485 -1.280 -1.145 0.366
H -1.536 -2.216 -1.907 0.440
O -2.415 -2.176 -1.507 -0.750
```

- net charge = -1
- highest occupied orbital energy (spin up / spin down) (eV) = 0.87 / -6.15
- HOMO-LUMO gap (spin up / spin down) (Eh) = 0.08170 / 0.33602
- DFT total energy (a.u.) = -801.70347
- energy above the lowest of the compared OMol25 structures with the same formula, charge and spin (kcal per mole) = 0.9
- multiplicity = 2
- <S²> = 0.75

=====

Record 9
DFT (the ωB97M-V functional and the def2-TZVPD basis) results for C5H13NO2S in the gas phase in a non-equilibrium geometry.

Structure (XYZ):
```
22
Properties=species:S:1:pos:R:3:mulliken_charge:R:1
C -0.442 2.094 1.167 -1.086
C 2.045 -1.232 -0.605 -1.341
C -0.754 1.396 -0.178 -0.658
C 1.366 0.068 -0.759 -0.552
C -0.267 -0.040 -0.346 0.521
N -0.923 -0.688 -1.474 -0.657
O -1.915 -0.813 1.671 -0.519
O -0.539 -2.502 0.563 -0.613
S -0.375 -1.187 1.133 0.506
H -0.940 1.655 2.175 0.211
H -0.751 3.130 1.026 0.381
H 0.590 2.046 1.328 0.341
H 2.249 -1.507 0.529 0.263
H 1.619 -2.041 -1.129 0.349
H 3.047 -1.038 -0.973 0.467
H -0.351 1.844 -1.009 0.430
H -1.899 1.290 -0.355 0.321
H 1.268 0.410 -1.749 0.457
H 1.939 0.883 -0.148 0.234
H -0.703 -1.766 -1.637 0.315
H -2.368 -1.618 2.027 0.330
H -1.897 -0.383 -1.258 0.300
```

- net charge = 0
- highest occupied orbital energy (eV) = -8.73
- HOMO-LUMO gap (Eh) = 0.34689
- DFT total energy (a.u.) = -801.65194
- energy above the lowest of the compared OMol25 structures with the same formula, charge and spin (kcal per mole) = 56.7

=====

Record 10
DFT (the ωB97M-V functional and the def2-TZVPD basis) results for C5H13NO2S in the gas phase in a non-equilibrium geometry.

Structure (XYZ):
```
22
Properties=species:S:1:pos:R:3:mulliken_charge:R:1
C -0.998 -0.289 -1.650 -1.554
C -0.744 -1.502 0.504 -1.661
C -2.186 0.470 0.408 -1.847
C 2.846 0.513 1.245 -0.933
C -0.886 -0.139 -0.085 1.436
N 0.269 0.832 0.175 -0.539
O 2.466 1.304 -1.239 -0.610
O 2.155 -1.064 -0.712 -0.560
S 2.263 0.276 -0.271 1.114
H -0.092 -0.450 -2.154 0.424
H -1.648 -1.223 -1.691 0.349
H -1.407 0.661 -1.957 0.458
H 0.137 -1.995 0.044 0.393
H -1.694 -2.019 0.508 0.445
H -0.322 -1.460 1.560 0.371
H -2.279 0.215 1.403 0.515
H -2.045 1.622 0.364 0.368
H -3.027 0.324 -0.153 0.435
H 3.446 1.406 1.213 0.307
H 3.319 -0.296 1.736 0.330
H 0.350 1.630 -0.423 0.377
H 0.078 1.184 1.175 0.384
```

- net charge = 0
- highest occupied orbital energy (eV) = -8.37
- HOMO-LUMO gap (Eh) = 0.32799
- DFT total energy (a.u.) = -801.61181
- energy above the lowest of the compared OMol25 structures with the same formula, charge and spin (kcal per mole) = 81.9
- SMILES string = C=[S@@](=O)([O-])[NH2+]C(C)(C)C